# 1
Formula: C15H35AlFN4O3
Source: the OMol25 dataset
Level of theory: ωB97M-V with the def2-TZVPD basis set

Geometry (Å):
C1 -0.275 -3.033 -1.952
C2 -1.325 -2.525 -2.956
C3 -2.080 -1.272 -2.491
N1 -1.463 -0.031 -2.935
Al1 -1.757 1.530 -1.968
F1 -1.867 1.143 -0.291
C4 -0.154 2.721 -2.204
C5 0.928 2.425 -1.169
N2 1.638 1.171 -1.491
C6 2.522 1.311 -2.659
C7 3.636 0.278 -2.773
C8 2.130 0.439 -0.400
C9 2.516 1.154 0.882
O1 2.299 -0.763 -0.472
H1 -0.212 -2.374 -1.082
H2 -0.507 -4.038 -1.589
H3 0.730 -3.071 -2.379
H4 -0.835 -2.272 -3.902
H5 -2.042 -3.319 -3.187
H6 -3.111 -1.313 -2.871
H7 -2.159 -1.327 -1.388
H8 -0.456 -0.182 -2.981
H9 -3.153 2.271 -2.370
H10 0.251 2.552 -3.210
H11 -0.432 3.780 -2.144
H12 0.462 2.278 -0.191
H13 1.667 3.245 -1.066
H14 2.961 2.320 -2.619
H15 1.916 1.274 -3.567
H16 3.255 -0.727 -2.598
H17 4.445 0.465 -2.063
H18 4.060 0.322 -3.779
H19 2.052 0.642 1.726
H20 3.597 1.057 0.993
H21 2.253 2.207 0.918
C10 4.570 -0.548 3.055
O2 4.814 0.629 3.241
N3 3.983 -1.354 3.965
C11 3.670 -2.734 3.677
C12 3.628 -0.788 5.253
H22 4.782 -1.057 2.101
H23 2.596 -2.917 3.743
H24 4.182 -3.410 4.366
H25 3.989 -2.966 2.662
H26 2.938 0.048 5.133
H27 4.512 -0.416 5.772
H28 3.155 -1.562 5.855
C13 -7.010 1.245 1.644
O3 -7.315 2.420 1.754
N4 -5.840 0.781 1.180
C14 -5.562 -0.635 1.095
C15 -4.802 1.704 0.734
H29 -7.703 0.433 1.935
H30 -4.693 -0.900 1.700
H31 -5.355 -0.932 0.064
H32 -6.424 -1.197 1.455
H33 -4.502 2.371 1.543
H34 -5.158 2.314 -0.095
H35 -3.940 1.135 0.397

- energy (eV) = -37544.5024
- total charge = -1
- HOMO energy (eV) = -4.49

# 2
Formula: C15H35B3CdNO5
Source: the OMol25 dataset
Level of theory: ωB97M-V with the def2-TZVPD basis set

Geometry (Å):
Cd1 1.507 -0.041 0.582
B1 0.220 0.686 -0.914
H1 -0.362 1.151 -1.793
H2 0.961 1.452 -0.537
H3 -0.514 0.366 -0.115
H4 0.895 -0.177 -1.184
B2 3.543 0.257 0.273
H5 3.035 -0.425 -0.466
H6 4.666 0.167 0.028
H7 3.127 1.311 0.273
H8 3.403 -0.116 1.333
B3 0.948 -1.874 1.363
H9 1.733 -1.464 2.066
H10 1.440 -2.124 0.378
H11 0.572 -2.857 1.837
H12 0.099 -1.133 1.300
O1 2.275 -0.642 -6.662
C1 1.374 -0.899 -5.900
O2 0.269 -1.547 -6.286
C2 -0.668 -1.723 -5.203
C3 -0.195 -0.781 -4.103
C4 1.244 -0.484 -4.463
H13 -0.625 -2.780 -4.930
H14 -1.635 -1.485 -5.642
H15 -0.388 -1.118 -3.091
H16 -0.672 0.192 -4.259
H17 1.906 -1.125 -3.875
H18 1.478 0.577 -4.447
O3 0.949 1.396 2.089
C5 1.407 1.575 3.186
O4 1.962 2.694 3.610
C6 2.598 2.582 4.898
C7 2.693 1.062 5.108
C8 1.560 0.501 4.259
H19 2.130 3.227 5.638
H20 3.593 2.996 4.724
H21 2.556 0.890 6.177
H22 3.635 0.636 4.771
H23 0.654 0.472 4.869
H24 1.775 -0.490 3.872
N1 -2.021 -2.669 0.724
C9 -2.776 -3.599 1.379
C10 -4.032 -3.529 0.731
C11 -3.898 -2.714 -0.404
C12 -2.637 -2.150 -0.345
H25 -1.039 -2.498 0.959
H26 -2.401 -4.173 2.206
H27 -4.897 -4.097 1.040
H28 -4.684 -2.479 -1.103
H29 -2.044 -1.566 -1.031
C13 -2.941 2.724 -1.476
C14 -2.890 3.291 -0.094
O5 -3.747 4.100 0.222
C15 -1.795 2.819 0.807
H30 -2.320 3.312 -2.152
H31 -3.947 2.491 -1.815
H32 -2.448 1.745 -1.449
H33 -0.853 3.028 0.301
H34 -1.917 1.747 0.957
H35 -1.861 3.307 1.778

- energy (eV) = -34439.1960
- total charge = -1
- HOMO energy (eV) = -5.57

Calculated HOMO-LUMO gap (eV), listed in the same order as above: 6.86 7.92